1.
# C31H45N8Pt

A structure of composition C31H45N8Pt (ωB97M-V/def2-TZVPD, the OMol25 dataset).

Output
Kohn-Sham gap (eV): 7.6
Total charge: +1
Energy (eV): -48039.97309
E_HOMO (eV): -9.9
LUMO energy (eV): -2.4

Atoms and positions in Å:
1 Pt 0.277 0.191 -0.300
2 C -1.128 -1.904 -5.466
3 C 0.054 -1.357 -4.666
4 C 0.179 0.159 -4.632
5 C 0.520 0.753 -5.847
6 C 0.872 2.082 -5.935
7 C 0.986 2.815 -4.766
8 C 0.658 2.270 -3.535
9 C 1.073 3.029 -2.312
10 C 2.493 2.605 -1.922
11 C 0.131 0.967 -3.473
12 N -0.439 0.418 -2.267
13 C -1.412 -0.434 -2.485
14 C -1.599 -1.483 -1.570
15 C -2.546 -2.496 -1.394
16 C -2.115 -3.236 -0.299
17 C -0.924 -2.651 0.150
18 N -0.586 -1.617 -0.634
19 H -1.057 -2.988 -5.556
20 H -1.145 -1.487 -6.473
21 H -2.090 -1.676 -5.004
22 H 0.970 -1.719 -5.139
23 H 0.058 -1.781 -3.662
24 H 0.538 0.133 -6.736
25 H 1.120 2.524 -6.891
26 H 1.366 3.830 -4.797
27 H 0.390 2.830 -1.499
28 H 1.049 4.100 -2.524
29 H 2.521 1.533 -1.708
30 H 2.855 3.133 -1.041
31 H 3.185 2.800 -2.742
32 H -1.978 -0.376 -3.408
33 H -3.423 -2.662 -1.998
34 H -2.586 -4.107 0.125
35 H -0.328 -2.947 0.997
36 C -2.240 3.551 -1.439
37 N -1.761 2.773 -0.308
38 C -2.541 1.587 0.007
39 C -0.617 3.060 0.344
40 N 0.168 2.056 0.737
41 C 0.800 2.026 2.004
42 C 0.808 3.051 2.952
43 C 1.514 2.925 4.138
44 C 2.248 1.777 4.390
45 C 2.193 0.725 3.491
46 C 1.412 0.812 2.340
47 N 1.247 -0.247 1.425
48 C 1.640 -1.487 1.744
49 N 2.335 -2.216 0.857
50 C 2.286 -3.670 0.788
51 C 3.049 -1.590 -0.249
52 N 1.340 -2.038 2.941
53 C 2.267 -2.892 3.670
54 C 0.198 -1.569 3.710
55 N -0.302 4.365 0.520
56 C 1.074 4.827 0.565
57 C -1.307 5.404 0.681
58 H -2.400 2.874 -2.281
59 H -1.496 4.285 -1.734
60 H -3.181 4.057 -1.217
61 H -3.577 1.887 0.178
62 H -2.150 1.113 0.903
63 H -2.519 0.864 -0.811
64 H 0.252 3.959 2.776
65 H 1.508 3.739 4.851
66 H 2.850 1.692 5.284
67 H 2.758 -0.176 3.690
68 H 1.620 -4.073 1.544
69 H 3.281 -4.095 0.925
70 H 1.911 -3.962 -0.194
71 H 3.238 -0.544 -0.025
72 H 2.472 -1.659 -1.173
73 H 3.998 -2.112 -0.381
74 H 3.192 -3.011 3.112
75 H 1.836 -3.875 3.865
76 H 2.499 -2.422 4.629
77 H -0.498 -1.050 3.056
78 H 0.507 -0.893 4.511
79 H -0.302 -2.434 4.148
80 H 1.748 3.981 0.532
81 H 1.260 5.385 1.484
82 H 1.269 5.482 -0.286
83 H -2.286 4.959 0.833
84 H -1.344 6.072 -0.182
85 H -1.056 5.999 1.561

2.
# C4H4O

A cluster of 2 separate species, C4H4O in total (ωB97M-V/def2-TZVPD, the OMol25 dataset).

Output
Kohn-Sham gap (spin up / spin down) (eV): 7.2 / 7.3
Energy (eV): -6253.41930
Energy above the lowest of the compared OMol25 structures with the same formula, charge and spin (kcal/mol): 137.4
E_HOMO (spin up / spin down) (eV): -8.8 / -8.8
LUMO energy (spin up / spin down) (eV): -1.6 / -1.6

Atoms and positions in Å:
1 C 2.298 -0.922 -0.178
2 C 1.669 0.192 -0.002
3 C -1.866 -0.184 0.148
4 C 1.048 1.143 0.550
5 O -1.910 0.136 -1.019
6 H 2.217 -1.520 -1.057
7 H -2.617 -0.947 0.567
8 H -1.032 0.297 0.739
9 H 0.191 1.805 0.251

3.
# C23H50BrN2O6PTa

A structure of composition C23H50BrN2O6PTa (ωB97M-V/def2-TZVPD, the OMol25 dataset).

Output
Kohn-Sham gap (eV): 7.0
Total charge: -1
Energy (eV): -120807.73893
E_HOMO (eV): -5.2
LUMO energy (eV): 1.8

Atoms and positions in Å:
1 N 4.968 -3.750 0.692
2 C 4.146 -2.532 0.935
3 C 4.936 -1.382 1.668
4 O 5.416 -1.921 2.924
5 C 6.160 -0.800 0.870
6 Ta 5.701 -0.023 -1.248
7 O 5.214 -1.922 -1.994
8 C 6.296 2.159 -0.711
9 C 7.683 2.191 0.067
10 C 7.639 3.125 1.334
11 Br 6.179 2.658 2.613
12 C 3.522 0.528 -0.772
13 C 2.613 0.326 -2.067
14 C 1.901 -1.077 -2.156
15 C 0.926 -1.382 -0.930
16 C -0.555 -1.485 -1.499
17 C -1.445 -2.548 -0.676
18 C -2.703 -1.769 -0.115
19 C -3.998 -2.686 0.069
20 C -4.921 -1.992 1.153
21 C -6.321 -1.485 0.626
22 C -6.293 -0.759 -0.772
23 C -6.104 0.801 -0.715
24 N -7.262 1.540 -0.182
25 C -8.343 1.136 0.587
26 C -9.247 2.221 0.913
27 C -8.619 3.406 0.233
28 C -7.434 2.913 -0.426
29 P 8.179 -0.482 -2.019
30 O 8.163 -1.573 -3.073
31 O 9.116 -1.066 -0.740
32 O 8.929 0.905 -2.610
33 H 5.868 -3.438 0.325
34 H 4.454 -4.293 -0.005
35 H 3.324 -2.858 1.649
36 H 3.598 -2.183 0.009
37 H 4.191 -0.568 1.898
38 H 4.678 -1.896 3.557
39 H 6.656 -0.049 1.545
40 H 6.903 -1.651 0.762
41 H 5.404 0.622 -2.987
42 H 4.753 -1.830 -2.850
43 H 5.472 2.694 -0.158
44 H 6.457 2.759 -1.659
45 H 8.462 2.606 -0.634
46 H 8.053 1.182 0.393
47 H 8.623 3.020 1.872
48 H 7.521 4.189 1.012
49 H 3.048 -0.057 0.059
50 H 3.489 1.613 -0.461
51 H 3.208 0.459 -3.006
52 H 1.807 1.124 -2.060
53 H 1.353 -1.099 -3.145
54 H 2.619 -1.945 -2.203
55 H 1.177 -2.360 -0.449
56 H 0.919 -0.537 -0.183
57 H -1.020 -0.464 -1.361
58 H -0.621 -1.717 -2.592
59 H -1.692 -3.454 -1.283
60 H -0.815 -2.838 0.210
61 H -3.023 -0.890 -0.733
62 H -2.401 -1.360 0.893
63 H -3.644 -3.691 0.445
64 H -4.504 -2.882 -0.910
65 H -4.369 -1.190 1.723
66 H -5.146 -2.785 1.930
67 H -6.767 -0.858 1.451
68 H -7.004 -2.378 0.515
69 H -5.545 -1.159 -1.500
70 H -7.307 -0.931 -1.245
71 H -5.150 1.127 -0.205
72 H -5.986 1.145 -1.787
73 H -8.546 0.107 0.944
74 H -10.170 2.221 1.524
75 H -9.025 4.438 0.270
76 H -6.717 3.493 -1.054
77 H 9.036 -2.038 -0.709
78 H 8.467 1.243 -3.397
79 C -10.480 4.285 3.843
80 O -11.058 4.677 2.604
81 H -9.400 4.400 3.775
82 H -10.861 4.918 4.649
83 H -10.718 3.238 4.050
84 H -12.012 4.567 2.686

4.
# C51H28IN6O7Ta

A structure of composition C51H28IN6O7Ta (ωB97M-V/def2-TZVPD, the OMol25 dataset).

Output
Kohn-Sham gap (spin up / spin down) (eV): 5.0 / 5.0
Total charge: -2
Energy (eV): -86262.44516
Energy above the lowest of the compared OMol25 structures with the same formula, charge and spin (kcal/mol): 48.9
E_HOMO (spin up / spin down) (eV): -1.8 / -1.8
LUMO energy (spin up / spin down) (eV): 3.2 / 3.2

Atoms and positions in Å:
1 Ta -0.618 -0.999 0.153
2 I 2.165 0.012 2.087
3 C 2.468 1.414 0.499
4 C 3.386 2.386 0.801
5 C 3.748 3.348 -0.144
6 C 3.203 3.286 -1.392
7 C 2.256 2.295 -1.721
8 C 1.711 2.277 -3.020
9 C 0.779 1.343 -3.363
10 C 0.342 0.417 -2.404
11 C 0.826 0.363 -1.112
12 C 1.829 1.319 -0.759
13 H 3.834 2.402 1.783
14 H 4.465 4.110 0.124
15 H 3.472 4.006 -2.151
16 H 2.048 3.009 -3.745
17 H 0.369 1.305 -4.363
18 H -0.401 -0.296 -2.741
19 C -1.186 -2.581 4.379
20 C -0.287 -3.618 4.568
21 C 0.554 -3.983 3.536
22 C 0.509 -3.311 2.312
23 C -0.375 -2.237 2.104
24 C -1.217 -1.908 3.168
25 C 1.474 -3.733 1.284
26 C 1.769 -5.106 1.076
27 C 2.681 -5.456 0.124
28 C 3.340 -4.441 -0.604
29 C 4.284 -4.710 -1.611
30 C 4.871 -3.689 -2.305
31 C 4.537 -2.356 -2.019
32 C 3.613 -2.061 -1.054
33 C 2.991 -3.094 -0.322
34 N 2.050 -2.778 0.590
35 H -1.856 -2.286 5.178
36 H -0.240 -4.139 5.515
37 H 1.279 -4.776 3.679
38 H -1.929 -1.102 3.044
39 H 1.250 -5.862 1.648
40 H 2.899 -6.495 -0.097
41 H 4.517 -5.742 -1.834
42 H 5.584 -3.904 -3.090
43 H 4.986 -1.561 -2.596
44 H 3.319 -1.043 -0.856
45 O -5.101 -0.417 0.959
46 C -4.063 -0.713 0.381
47 O -2.945 -0.932 0.935
48 C -4.140 -0.922 -1.141
49 C -5.304 -0.650 -1.823
50 C -5.446 -0.967 -3.178
51 C -4.418 -1.636 -3.852
52 C -3.262 -1.925 -3.175
53 C -3.048 -1.513 -1.825
54 O -1.887 -1.675 -1.319
55 N -2.197 -2.670 -3.800
56 O -1.558 -2.127 -4.681
57 O -2.009 -3.799 -3.392
58 N -6.640 -0.669 -3.866
59 O -7.540 -0.075 -3.274
60 O -6.739 -1.020 -5.046
61 H -6.120 -0.189 -1.285
62 H -4.555 -1.925 -4.883
63 C -0.799 0.825 1.123
64 C -0.893 1.944 1.625
65 C -0.876 3.217 2.166
66 C -1.526 3.477 3.423
67 C -1.944 4.765 3.802
68 C -2.490 5.000 5.045
69 C -2.665 3.962 5.946
70 C -2.338 2.669 5.556
71 C -1.779 2.426 4.322
72 C -0.155 4.229 1.434
73 C 0.006 4.109 0.043
74 C 0.633 5.088 -0.694
75 C 1.140 6.221 -0.074
76 C 1.041 6.333 1.305
77 C 0.424 5.351 2.050
78 H -1.854 5.582 3.100
79 H -2.792 6.006 5.313
80 H -3.059 4.159 6.934
81 H -2.517 1.845 6.233
82 H -1.504 1.422 4.033
83 H -0.396 3.233 -0.446
84 H 0.720 4.975 -1.766
85 H 1.621 7.000 -0.651
86 H 1.453 7.201 1.806
87 H 0.407 5.435 3.127
88 N 0.427 -2.657 -1.409
89 C 0.966 -2.951 -2.398
90 C 1.656 -3.259 -3.536
91 C 1.792 -4.560 -3.997
92 N 1.935 -5.632 -4.403
93 C 2.260 -2.229 -4.251
94 N 2.781 -1.389 -4.848